Molecular formula: C3H11N3O2
Method: DFT, ωB97M-V with the def2-TZVPD basis set

Geometry as XYZ:
```
19
C3H11N3O2 ωB97M-V with the def2-TZVPD basis set
C 0.05129 0.66720 -1.86586
C 0.70414 0.01723 -0.65942
O 1.71309 0.83528 -0.12337
O 1.18703 -1.22932 -1.00907
C -0.40917 -0.15438 0.55912
N -1.52947 -0.91225 0.07644
N 0.24994 -0.85804 1.66999
N -0.86525 1.17743 0.87861
H -0.24900 1.68011 -1.61917
H 0.76600 0.68282 -2.68690
H -0.82276 0.08904 -2.14495
H 2.49942 0.73296 -0.67331
H 1.01810 -1.60021 -0.07392
H -1.23787 -1.84050 -0.20084
H -2.28543 -0.94748 0.74772
H 1.11384 -0.38556 1.91443
H -0.35846 -0.92251 2.48075
H -1.47058 1.17830 1.69241
H -0.07487 1.78987 1.03733
```

Calculated values
Kohn-Sham gap = 9.87 eV
highest occupied orbital energy = -9.112 eV
ΔE to the lowest compared entry with this formula, charge and spin = 0.846 eV
SMILES = CC(O)(O)C(N)(N)N

=====

Molecular formula: C3H11N3O2
Method: DFT, ωB97M-V with the def2-TZVPD basis set

Geometry as XYZ:
```
19
C3H11N3O2 ωB97M-V with the def2-TZVPD basis set
C 1.69095 0.65754 0.70223
N 0.79857 0.87445 -0.41280
C 0.02145 -0.21353 -0.95807
O 0.92233 -1.25270 -1.23920
O -0.56026 0.25888 -2.13743
N -1.04941 -0.62154 -0.08355
C -1.56232 0.73691 0.71974
N -0.73689 -1.68114 0.85332
H 2.47908 -0.06114 0.45910
H 1.16595 0.27682 1.57959
H 2.16605 1.60068 0.98658
H 0.44959 1.79933 -0.62219
H 1.38922 -0.96464 -2.03461
H -1.37725 -0.26420 -2.16524
H -0.95184 1.47651 1.23875
H -2.22014 1.22037 -0.00270
H -2.14975 0.28513 1.52192
H -0.65823 -2.54804 0.31358
H 0.18292 -1.57968 1.28097
```

Calculated values
Kohn-Sham gap = 9.26 eV
highest occupied orbital energy = -8.401 eV
ΔE to the lowest compared entry with this formula, charge and spin = 3.027 eV
SMILES = CNC(O)(O)N(C)N

=====

Molecular formula: C3H11N3S2
Method: DFT, ωB97M-V with the def2-TZVPD basis set

Geometry as XYZ:
```
19
C3H11N3S2 ωB97M-V with the def2-TZVPD basis set
C 0.86056 -0.06923 2.64029
S 0.67304 1.40916 1.64019
S 2.15503 1.27860 0.32418
C 1.68805 2.61555 -0.78019
H 0.94237 -0.96238 2.02498
H 1.69089 0.04375 3.33304
H -0.07386 -0.10476 3.20043
H 2.05925 3.56746 -0.40203
H 2.17899 2.40303 -1.73188
H 0.61247 2.65709 -0.91917
N -0.34139 -1.67473 -0.64268
C -1.65018 -1.60960 -1.10251
N -2.25912 -0.37819 -0.88716
N -2.30656 -2.54669 -1.62918
H 0.17535 -2.52999 -0.71093
H 0.12106 -0.87394 -0.26447
H -1.66904 0.43498 -0.90996
H -3.11702 -0.28362 -1.40369
H -1.73986 -3.37650 -1.77927
```

Calculated values
<S²> = 0.755
Kohn-Sham gap (spin up / spin down) = 7.26 / 3.82 eV
charge = +1
highest occupied orbital energy (spin up / spin down) = -11.735 / -11.707 eV
ΔE to the lowest compared entry with this formula, charge and spin = 0.000 eV
spin multiplicity = 2

=====

Molecular formula: C3H11N4O
Method: DFT, ωB97M-V with the def2-TZVPD basis set

Geometry as XYZ:
```
19
C3H11N4O ωB97M-V with the def2-TZVPD basis set
C 2.26734 0.48380 -0.10930
C -1.48258 -0.12966 -1.44302
C -3.05562 -0.45649 0.37317
N 3.40895 0.17592 0.46006
N -0.76677 -0.19383 0.70582
N 1.34909 1.20263 0.46445
N -1.75579 -0.20128 -0.20170
O 1.84459 -0.30654 -1.21390
H 2.54184 -0.98430 -1.40648
H -2.29366 0.18281 -2.06054
H -0.39771 -0.09687 -1.67641
H -3.95202 -0.00538 -0.13514
H -3.20081 -1.57647 0.18598
H -2.98677 0.04366 1.32937
H 3.67650 0.62090 1.33019
H 3.88891 -0.49485 -0.04443
H 0.11562 0.52889 0.45637
H -0.84122 -0.48011 1.66891
H 1.64013 1.68715 1.31659
```

Calculated values
Kohn-Sham gap = 9.84 eV
charge = +1
highest occupied orbital energy = -13.183 eV
ΔE to the lowest compared entry with this formula, charge and spin = 4.404 eV

=====

Molecular formula: C3H11N5
Method: DFT, ωB97M-V with the def2-TZVPD basis set

Geometry as XYZ:
```
19
C3H11N5 ωB97M-V with the def2-TZVPD basis set
H 1.04467 2.73415 -0.19360
N 0.50346 2.07305 -0.73808
C 0.09467 1.06067 -0.08618
N 0.27321 0.83015 1.26893
N 0.47101 -0.44892 1.82931
C 1.41086 -1.31632 1.01742
N -0.46936 -0.00264 -0.79933
C -1.78966 -0.46298 -0.40204
N -0.41187 0.11902 -2.20939
H 0.87814 1.51565 1.70745
H -0.43133 -0.92015 1.90037
H 1.18967 -1.55080 -0.03486
H 2.38396 -0.81639 1.06487
H 1.46699 -2.25891 1.56223
H -2.55577 0.11127 -0.93652
H -1.88964 -1.51735 -0.66593
H -1.93922 -0.32631 0.66775
H 0.57026 0.14796 -2.47291
H -0.80004 1.02885 -2.47948
```

Calculated values
Kohn-Sham gap = 9.86 eV
highest occupied orbital energy = -8.884 eV
ΔE to the lowest compared entry with this formula, charge and spin = 2.115 eV
SMILES = [H]/N=C(\NNC)N(C)N

=====

Molecular formula: C3H11N5
Method: DFT, ωB97M-V with the def2-TZVPD basis set

Geometry as XYZ:
```
19
C3H11N5 ωB97M-V with the def2-TZVPD basis set
C -0.40272 1.56837 -2.39427
C -1.18825 -0.05596 -0.78037
N -0.16414 0.51069 -1.62241
N 1.02578 -0.04290 -1.50653
N 1.21206 -1.13713 -0.75433
H 2.08178 -1.58374 -1.02521
H -1.31664 2.10513 -2.27456
H 1.71988 0.30925 -2.16590
H 0.38498 1.96479 -3.00393
H -1.09052 0.30747 0.24499
H -1.03689 -1.13870 -0.76793
H -2.16693 0.20189 -1.17406
N 1.02329 -0.39046 1.90764
C -0.11747 -0.65617 2.57559
N -0.57582 0.14034 3.45149
H 1.16365 -0.79809 0.97057
H 1.40695 0.52111 2.08203
H -1.39811 -0.19955 3.94050
H -0.56090 -1.62635 2.29670
```

Calculated values
Kohn-Sham gap (spin up / spin down) = 7.31 / 7.86 eV
highest occupied orbital energy (spin up / spin down) = -6.624 / -7.180 eV
ΔE to the lowest compared entry with this formula, charge and spin = 4.603 eV